This record from the OMol25 dataset describes a structure of composition C23H32N4O3 in a non-equilibrium geometry. The level of theory is ωB97M-V/def2-TZVPD.

Output
- 2S+1: 1
- HOMO-LUMO gap: 8.8 eV
- Max |F|: 17.71 eV/A

Element x y z (Å)
C 5.810 -1.175 -2.393
H 5.930 -1.109 -3.399
O 5.044 0.088 -1.976
C 3.992 0.497 -2.550
C 3.360 -0.090 -3.453
C 2.201 0.135 -4.020
C 1.789 1.275 -3.585
C 2.224 2.222 -2.745
C 3.454 1.752 -2.262
H 4.043 2.285 -1.407
H 1.766 2.958 -2.496
H 0.586 1.760 -4.169
C 1.374 -0.544 -4.888
H 0.689 -0.176 -5.693
H 1.931 -1.264 -5.563
C 0.386 -1.687 -4.220
C -0.601 -0.653 -3.383
O -1.552 -0.231 -4.115
N -0.701 -0.411 -2.175
C 0.506 -1.106 -1.349
H 0.136 -1.871 -0.999
C 0.839 -0.216 -0.281
H 1.057 0.816 -0.627
H 1.659 -0.627 0.392
C -0.668 0.346 0.564
N -0.463 1.555 1.296
C -0.803 2.123 2.488
C -0.903 3.360 2.325
C 0.024 3.583 1.157
N 0.146 2.503 0.571
H 0.136 4.595 0.725
H -1.061 4.230 3.094
N -1.644 1.249 3.369
C -1.095 0.210 3.995
O -0.137 -0.453 3.612
C -2.270 -0.488 4.995
C -2.992 -1.438 4.542
C -3.740 -1.453 3.465
H -4.567 -0.491 3.699
H -4.376 -2.223 2.935
H -3.192 -0.922 2.714
C -3.582 -2.432 5.623
H -4.322 -1.473 6.048
H -2.900 -2.442 6.565
H -4.260 -3.031 5.245
H -2.224 -2.289 4.365
H -1.439 -0.646 6.031
H -2.752 0.452 5.570
H -2.476 1.844 3.762
C -1.690 -0.038 -0.249
C -1.550 0.505 -1.563
H -2.464 0.500 -2.156
H -1.268 1.561 -1.443
H -2.479 0.573 0.437
H -2.006 -1.088 0.047
H -0.459 -0.707 1.596
H 1.431 -1.039 -1.896
H 0.834 -2.324 -3.581
H -0.370 -2.241 -4.954
H 3.732 -1.514 -3.666
H 6.729 -1.049 -1.843
H 5.198 -2.040 -2.126

=====

This record from the OMol25 dataset describes a structure of composition C5H10N2S in a non-equilibrium geometry. The level of theory is ωB97M-V/def2-TZVPD.

Output
- 2S+1: 1
- HOMO-LUMO gap: 9.1 eV
- Max |F|: 5.33 eV/A

Element x y z (Å)
C 1.538 1.675 -0.170
C 1.671 0.101 0.320
C 0.383 -1.680 -0.030
C 0.265 -0.526 0.900
C -3.378 0.050 -0.367
H 2.558 1.860 -0.524
H 0.704 2.008 -0.994
H 1.488 2.430 0.771
H 2.432 0.086 1.170
H 2.066 -0.915 -1.721
H 0.355 -2.816 0.435
H -0.718 -1.424 -0.781
H 0.000 -0.399 2.049
H -4.352 -0.545 -0.278
H -3.452 1.082 -0.768
N 1.745 -1.189 -0.518
N -2.348 -0.470 0.334
S -0.959 0.673 0.173

=====

This record from the OMol25 dataset describes a structure of composition C5H8N in a non-equilibrium geometry. The level of theory is ωB97M-V/def2-TZVPD.

Output
- 2S+1: 1
- HOMO-LUMO gap: 8.4 eV
- Net charge: +1
- Max |F|: 7.79 eV/A

Element x y z (Å)
C -0.129 0.213 2.746
C 0.258 -0.635 1.800
C -0.865 1.154 1.704
C -0.577 0.244 0.838
C -0.687 0.129 -1.150
N 0.541 -0.570 -1.462
H -0.098 0.327 3.851
H 0.826 -1.502 1.743
H -1.362 2.061 1.674
H -0.509 1.192 -1.317
H -1.576 -0.276 -1.359
H 0.569 -1.199 -0.659
H 1.294 0.053 -1.319
H 0.538 -1.023 -2.386